No. 1
Below is C42H32CoN3OS3 as an isolated structure in a non-equilibrium geometry, with properties calculated with wB97M-V/def2-TZVPD.

Summary:
- charge = +2
- HOMO level (alpha / beta) (eV) = -13.0 / -13.0
- orbital gap (alpha / beta) (eV) = 7.0 / 5.1
- spin multiplicity = 5
- DFT total energy (Ha) = -4435.9955
- relative energy (zero: lowest compared OMol25 entry of this formula, charge and spin) (kJ/mol) = 79.5

Atoms and positions in Å:
Co 0.137 0.123 -0.138
S 0.276 0.313 7.000
C 1.135 1.657 7.593
C 1.610 2.434 6.591
C 1.263 1.916 5.311
C 0.535 0.764 5.369
C 0.018 -0.039 4.241
C 0.262 0.381 2.929
N -0.169 -0.268 1.857
C -0.887 -1.407 2.014
C -1.175 -1.919 3.267
C -1.935 -3.145 3.359
C -2.360 -3.781 2.249
C -2.074 -3.252 0.934
C -2.490 -3.867 -0.261
C -2.196 -3.316 -1.492
C -1.468 -2.117 -1.478
N -1.056 -1.526 -0.366
C -1.350 -2.080 0.833
C -2.605 -3.934 -2.770
C -3.315 -5.079 -2.959
C -3.520 -5.399 -4.334
C -2.955 -4.487 -5.159
S -2.182 -3.248 -4.285
C -0.706 -1.208 4.384
H 1.245 1.802 8.661
H 2.186 3.338 6.756
H 1.555 2.401 4.381
H 0.835 1.285 2.745
H -2.157 -3.545 4.345
H -2.928 -4.703 2.325
H -3.050 -4.796 -0.200
H -1.220 -1.618 -2.409
H -3.692 -5.696 -2.148
H -4.061 -6.269 -4.688
H -2.948 -4.475 -6.242
H -0.923 -1.597 5.377
C 2.139 0.033 -0.809
C 2.291 1.441 -0.826
C 2.046 2.191 -2.014
C 2.223 3.548 -2.027
C 2.636 4.211 -0.858
C 2.862 3.499 0.334
C 2.692 2.140 0.352
C 2.842 5.641 -0.886
N 3.002 6.783 -0.901
H 2.619 -0.519 -0.001
H 2.102 -0.490 -1.763
H 1.731 1.672 -2.917
H 2.053 4.119 -2.932
H 3.175 4.033 1.222
H 2.887 1.576 1.262
O -1.030 1.595 -0.502
S -2.318 2.032 0.253
C -3.287 2.786 -1.070
C -3.100 1.940 -2.303
C -3.686 0.679 -2.387
C -3.526 -0.093 -3.529
C -2.776 0.394 -4.595
C -2.189 1.650 -4.513
C -2.345 2.420 -3.364
C -1.793 3.436 1.259
C -1.282 4.647 0.523
C -1.929 5.862 0.710
C -1.468 7.013 0.079
C -0.356 6.954 -0.747
C 0.292 5.740 -0.944
C -0.164 4.590 -0.312
H -2.947 3.810 -1.199
H -4.316 2.775 -0.704
H -4.291 0.306 -1.560
H -4.004 -1.065 -3.598
H -2.672 -0.196 -5.499
H -1.620 2.039 -5.351
H -1.892 3.407 -3.301
H -1.038 2.990 1.912
H -2.672 3.668 1.869
H -2.796 5.917 1.366
H -1.977 7.957 0.239
H 0.010 7.850 -1.234
H 1.167 5.699 -1.587
H 0.342 3.645 -0.476

Cartesian forces (eV/Å) of the 6 atoms listed first:
-0.5010 -0.0247 0.2193
-0.1890 -0.3101 0.2853
-0.0856 -0.1439 0.3766
0.1070 0.1915 -0.4865
0.3633 0.5856 -0.1931
-0.2296 -0.3863 -0.3070

Need the Löwdin charges? In units of e they are: atom 1 (Co): 0.823, atom 2 (S): 1.091, atom 3 (C): -0.379, atom 4 (C): -0.157, atom 5 (C): -0.122, atom 6 (C): -0.500, atom 7 (C): -0.167, atom 8 (C): -0.039, atom 9 (N): 0.048, atom 10 (C): -0.143, atom 11 (C): -0.110, atom 12 (C): 0.016, atom 13 (C): 0.017, atom 14 (C): -0.109, atom 15 (C): 0.092, atom 16 (C): -0.163, atom 17 (C): -0.048, atom 18 (N): 0.049, atom 19 (C): -0.146, atom 20 (C): -0.485, atom 21 (C): -0.100, atom 22 (C): -0.149, atom 23 (C): -0.374, atom 24 (S): 1.062, atom 25 (C): 0.070, atom 26 (H): 0.087, atom 27 (H): 0.117, atom 28 (H): 0.105, atom 29 (H): 0.109, atom 30 (H): 0.133, atom 31 (H): 0.133, atom 32 (H): 0.136, atom 33 (H): 0.105, atom 34 (H): 0.119, atom 35 (H): 0.120, atom 36 (H): 0.086, atom 37 (H): 0.123, atom 38 (C): -0.036, atom 39 (C): -0.309, atom 40 (C): 0.007, atom 41 (C): -0.008, atom 42 (C): -0.210, atom 43 (C): 0.009, atom 44 (C): -0.013, atom 45 (C): -0.193, atom 46 (N): 0.237, atom 47 (H): 0.097, atom 48 (H): 0.094, atom 49 (H): 0.136, atom 50 (H): 0.145, atom 51 (H): 0.140, atom 52 (H): 0.124, atom 53 (O): -0.582, atom 54 (S): 1.062, atom 55 (C): -0.239, atom 56 (C): -0.301, atom 57 (C): -0.050, atom 58 (C): -0.096, atom 59 (C): -0.079, atom 60 (C): -0.055, atom 61 (C): -0.032, atom 62 (C): -0.263, atom 63 (C): -0.278, atom 64 (C): -0.034, atom 65 (C): -0.042, atom 66 (C): -0.034, atom 67 (C): -0.087, atom 68 (C): -0.033, atom 69 (H): 0.100, atom 70 (H): 0.116, atom 71 (H): 0.124, atom 72 (H): 0.095, atom 73 (H): 0.106, atom 74 (H): 0.114, atom 75 (H): 0.122, atom 76 (H): 0.089, atom 77 (H): 0.110, atom 78 (H): 0.123, atom 79 (H): 0.119, atom 80 (H): 0.122, atom 81 (H): 0.054, atom 82 (H): 0.079


No. 2
Below is a 2-piece molecular cluster, C5H10O overall in a non-equilibrium geometry, with properties calculated with wB97M-V/def2-TZVPD.

Summary:
- SMILES = C=C1CC1.CO
- HOMO level (eV) = -8.8
- orbital gap (eV) = 9.7
- spin multiplicity = 1
- DFT total energy (Ha) = -271.6012
- relative energy (zero: lowest compared OMol25 entry of this formula, charge and spin) (kJ/mol) = 397.6

Atoms and positions in Å:
C 1.485 -0.469 1.104
C 1.045 0.487 0.046
C -1.682 -1.106 -2.272
C 0.702 0.909 1.430
C 0.644 1.953 2.215
O -1.465 -1.279 -0.890
H 1.022 -1.278 1.652
H 2.522 -0.765 1.015
H 1.837 1.035 -0.452
H 0.224 0.238 -0.610
H -2.309 -1.426 -0.422
H -2.615 -0.596 -2.531
H -1.684 -2.069 -2.791
H -0.846 -0.529 -2.669
H 0.546 2.979 1.883
H 0.574 1.915 3.293

Cartesian forces (eV/Å) of the 6 atoms listed first:
-1.0744 0.5592 1.5307
-1.8267 0.2567 -0.0783
-0.0308 -0.2741 -0.5297
4.1290 -1.4835 -1.6454
-0.7142 0.7634 0.8210
-0.7088 -0.0030 0.7172

Need the Löwdin charges? In units of e they are: atom 1 (C): -0.092, atom 2 (C): -0.156, atom 3 (C): -0.171, atom 4 (C): -0.217, atom 5 (C): 0.017, atom 6 (O): -0.136, atom 7 (H): 0.078, atom 8 (H): 0.081, atom 9 (H): 0.110, atom 10 (H): 0.064, atom 11 (H): 0.095, atom 12 (H): 0.080, atom 13 (H): 0.074, atom 14 (H): 0.074, atom 15 (H): 0.051, atom 16 (H): 0.047


No. 3
Below is one molecule with the formula C7H8ClIN2O in a non-equilibrium geometry, with properties calculated with wB97M-V/def2-TZVPD.

Summary:
- HOMO level (alpha / beta) (eV) = -8.5 / -8.8
- orbital gap (alpha / beta) (eV) = 8.2 / 7.1
- spin multiplicity = 1
- DFT total energy (Ha) = -1214.0105
- relative energy (zero: lowest compared OMol25 entry of this formula, charge and spin) (kJ/mol) = 80.4

Atoms and positions in Å:
C -0.060 1.967 -2.153
C -0.579 -1.439 -1.055
C 0.239 0.495 1.587
C 1.589 1.192 1.429
C -0.654 0.686 0.344
C 0.140 0.643 -1.913
C -0.902 -2.209 0.209
N -0.313 3.102 -2.370
N -0.304 -0.130 -0.844
O -0.668 -1.976 -2.145
Cl 0.663 -2.716 0.907
I 1.759 -0.203 -3.083
H 0.427 -0.577 1.844
H -0.236 0.863 2.577
H 1.675 2.173 0.887
H 2.303 0.907 2.104
H -1.779 0.433 0.608
H -0.656 1.773 0.026
H -1.361 -3.183 -0.112
H -1.284 -1.801 1.153

Cartesian forces (eV/Å) of the 6 atoms listed first:
-1.1704 2.8571 -0.1799
-1.8204 -0.9337 0.1079
0.8707 0.3400 0.8768
-2.7248 1.0363 -1.6853
-2.7796 -0.1242 1.3749
1.9725 -2.3406 -1.0050

Need the Löwdin charges? In units of e they are: atom 1 (C): -0.349, atom 2 (C): -0.584, atom 3 (C): -0.269, atom 4 (C): 0.052, atom 5 (C): -0.158, atom 6 (C): -0.599, atom 7 (C): -0.438, atom 8 (N): 0.178, atom 9 (N): -0.078, atom 10 (O): 0.027, atom 11 (Cl): 0.616, atom 12 (I): 0.909, atom 13 (H): 0.028, atom 14 (H): 0.140, atom 15 (H): 0.075, atom 16 (H): 0.007, atom 17 (H): 0.158, atom 18 (H): 0.120, atom 19 (H): 0.102, atom 20 (H): 0.063


No. 4
Below is a 2-piece molecular cluster, C22H18Cl3N2O7 overall in a non-equilibrium geometry, with properties calculated with wB97M-V/def2-TZVPD.

Summary:
- charge = -1
- HOMO level (eV) = -3.1
- orbital gap (eV) = 4.1
- spin multiplicity = 1
- DFT total energy (Ha) = -2865.8293

Atoms and positions in Å:
C 3.366 -0.050 3.812
C 2.081 0.517 3.296
O 1.447 -0.496 2.461
C 0.175 -0.194 2.210
C -0.617 -1.237 1.309
C -0.001 -2.697 1.221
O -0.516 -3.583 0.553
O 1.090 -2.935 1.936
C 1.610 -4.280 1.677
C 2.867 -4.398 2.491
C -2.138 -1.223 1.460
C -2.876 -2.201 0.760
C -4.227 -2.071 0.564
C -4.898 -0.955 1.085
N -6.316 -0.960 1.130
O -6.897 0.017 1.652
O -6.921 -1.960 0.676
C -4.154 0.097 1.648
C -2.795 -0.040 1.845
O -0.266 0.888 2.580
H 3.916 0.719 4.359
H 3.198 -0.866 4.515
H 4.018 -0.431 3.026
H 1.422 0.770 4.129
H 2.259 1.411 2.690
H 0.852 -5.015 1.970
H 1.797 -4.365 0.599
H 3.242 -5.425 2.471
H 3.639 -3.746 2.072
H 2.697 -4.122 3.535
H -2.345 -2.999 0.255
H -4.758 -2.826 -0.002
H -4.646 1.029 1.906
H -2.208 0.800 2.200
Cl -0.525 -0.671 -0.308
C 2.182 1.800 -2.399
Cl 3.062 0.580 -1.578
C 1.223 1.288 -3.465
O 0.834 0.126 -3.574
C 0.772 2.398 -4.371
C 0.741 3.725 -3.840
C 0.562 4.776 -4.780
C 0.550 4.471 -6.138
C 0.457 3.113 -6.536
N 0.382 2.145 -5.622
C 0.978 3.879 -2.433
Cl 0.219 5.175 -1.603
C 1.786 2.957 -1.754
H 0.383 5.795 -4.437
H 0.685 5.233 -6.898
H 0.488 2.884 -7.618
H 2.130 3.155 -0.734

Cartesian forces (eV/Å) of the 6 atoms listed first:
0.5550 -0.3465 0.2927
0.2788 -0.0027 -0.1796
-0.4559 0.1023 0.2837
-0.1794 1.3125 0.0984
0.6037 -0.7328 1.4959
-1.0183 -0.9348 -0.0514

Need the Löwdin charges? In units of e they are: atom 1 (C): -0.071, atom 2 (C): -0.198, atom 3 (O): 0.006, atom 4 (C): -0.426, atom 5 (C): -0.532, atom 6 (C): -0.452, atom 7 (O): 0.062, atom 8 (O): 0.009, atom 9 (C): -0.192, atom 10 (C): -0.069, atom 11 (C): -0.205, atom 12 (C): -0.035, atom 13 (C): 0.020, atom 14 (C): -0.160, atom 15 (N): -0.323, atom 16 (O): 0.046, atom 17 (O): 0.043, atom 18 (C): 0.026, atom 19 (C): -0.014, atom 20 (O): 0.073, atom 21 (H): 0.080, atom 22 (H): 0.076, atom 23 (H): 0.081, atom 24 (H): 0.126, atom 25 (H): 0.136, atom 26 (H): 0.127, atom 27 (H): 0.136, atom 28 (H): 0.078, atom 29 (H): 0.083, atom 30 (H): 0.080, atom 31 (H): 0.103, atom 32 (H): 0.121, atom 33 (H): 0.121, atom 34 (H): 0.104, atom 35 (Cl): 0.932, atom 36 (C): -0.660, atom 37 (Cl): 0.600, atom 38 (C): -0.412, atom 39 (O): -0.031, atom 40 (C): -0.172, atom 41 (C): -0.206, atom 42 (C): -0.048, atom 43 (C): -0.096, atom 44 (C): -0.169, atom 45 (N): 0.108, atom 46 (C): -0.699, atom 47 (Cl): 0.606, atom 48 (C): -0.179, atom 49 (H): 0.089, atom 50 (H): 0.082, atom 51 (H): 0.094, atom 52 (H): 0.098


No. 5
Below is a 2-piece molecular cluster, CH2BrNO3 overall in a non-equilibrium geometry, with properties calculated with wB97M-V/def2-TZVPD.

Summary:
- HOMO level (alpha / beta) (eV) = -10.3 / -9.6
- orbital gap (alpha / beta) (eV) = 8.2 / 6.4
- spin multiplicity = 1
- DFT total energy (Ha) = -2893.5933
- relative energy (zero: lowest compared OMol25 entry of this formula, charge and spin) (kJ/mol) = 247.4

Atoms and positions in Å:
C -0.256 -0.306 0.111
N 0.957 -0.224 -0.687
O 1.860 -0.881 -0.223
O 0.928 0.475 -1.674
O -1.350 0.229 -0.364
Br 0.606 1.688 2.162
H -0.418 -1.055 0.894
H -2.327 0.074 -0.219

Cartesian forces (eV/Å) of the 6 atoms listed first:
-2.8348 0.4219 2.0125
-0.8447 0.3009 0.3786
0.4956 -0.1172 -0.3139
0.2994 -0.2242 0.0378
0.0993 0.8587 -1.5795
-0.3319 -0.8566 -0.8374

Need the Löwdin charges? In units of e they are: atom 1 (C): -0.173, atom 2 (N): -0.414, atom 3 (O): 0.086, atom 4 (O): 0.114, atom 5 (O): 0.076, atom 6 (Br): -0.018, atom 7 (H): 0.140, atom 8 (H): 0.189


No. 6
Below is a 3-piece molecular cluster, C19H41N2O6P overall in a non-equilibrium geometry, with properties calculated with wB97M-V/def2-TZVPD.

Summary:
- SMILES = [H]/N=C(/C)C[C@]1(O)OC(=O)[C@@](CN)([PH2]=O)[C@H]1CCCCCCC.CCO.CCO
- HOMO level (eV) = -9.7
- orbital gap (eV) = 10.3
- spin multiplicity = 1
- DFT total energy (Ha) = -1650.8265

Atoms and positions in Å:
C -1.028 3.022 1.394
C 0.006 3.157 0.276
C -0.425 2.596 -1.078
C -0.880 1.134 -0.950
C -0.824 0.345 -2.266
C -0.641 -1.179 -2.102
C -1.295 -1.805 -0.854
C -0.284 -2.404 0.167
C 0.068 -1.624 1.422
O -1.038 -1.024 2.031
C 1.296 -0.730 1.446
C 2.605 -1.460 1.216
C 3.533 -1.578 2.388
N 2.992 -1.932 0.120
O 0.400 -2.665 2.355
C 0.058 -3.892 1.933
O 0.390 -4.841 2.514
C -0.837 -3.769 0.658
C -0.486 -4.998 -0.203
N -0.185 -4.652 -1.601
P -2.506 -3.763 1.452
O -3.607 -3.300 0.588
H -1.524 2.054 1.431
H -0.500 3.146 2.337
H -1.793 3.795 1.382
H 0.214 4.218 0.135
H 0.936 2.714 0.630
H -1.250 3.160 -1.502
H 0.424 2.605 -1.763
H -0.372 0.600 -0.150
H -1.930 1.168 -0.652
H 0.027 0.719 -2.831
H -1.721 0.571 -2.838
H -1.092 -1.640 -2.977
H 0.415 -1.435 -2.174
H -2.002 -1.144 -0.361
H -1.891 -2.635 -1.200
H 0.604 -2.656 -0.406
H -1.276 -0.214 1.553
H 1.333 -0.304 2.445
H 1.262 0.117 0.761
H 3.054 -2.024 3.253
H 3.870 -0.562 2.601
H 4.420 -2.115 2.084
H 2.285 -1.736 -0.596
H -1.350 -5.658 -0.225
H 0.354 -5.544 0.219
H -0.158 -5.479 -2.185
H 0.756 -4.273 -1.635
H -2.722 -5.124 1.786
H -2.404 -3.070 2.676
C 1.032 5.533 5.757
C 1.289 4.199 5.083
O 1.433 4.354 3.672
H 0.132 5.997 5.352
H 0.910 5.411 6.835
H 1.860 6.223 5.577
H 0.453 3.520 5.247
H 2.194 3.733 5.485
H 2.178 4.944 3.516
C -0.729 1.343 -7.494
C -0.955 0.994 -6.034
O -0.079 1.731 -5.186
H 0.304 1.139 -7.778
H -1.392 0.768 -8.142
H -0.908 2.407 -7.668
H -0.756 -0.063 -5.859
H -1.991 1.202 -5.745
H -0.255 2.669 -5.325

Cartesian forces (eV/Å) of the 6 atoms listed first:
0.3351 0.1896 0.3762
-0.5446 0.5042 -0.1410
0.4505 -1.1358 0.5663
-0.8989 0.1352 -0.4886
0.6356 -0.0260 0.5384
-0.6565 0.4991 -0.0190

Need the Löwdin charges? In units of e they are: atom 1 (C): -0.094, atom 2 (C): -0.253, atom 3 (C): -0.198, atom 4 (C): -0.225, atom 5 (C): -0.187, atom 6 (C): -0.163, atom 7 (C): -0.134, atom 8 (C): -0.175, atom 9 (C): -0.468, atom 10 (O): 0.049, atom 11 (C): -0.029, atom 12 (C): -0.421, atom 13 (C): -0.035, atom 14 (N): 0.159, atom 15 (O): 0.089, atom 16 (C): -0.534, atom 17 (O): 0.179, atom 18 (C): -0.353, atom 19 (C): -0.201, atom 20 (N): 0.023, atom 21 (P): 0.780, atom 22 (O): -0.414, atom 23 (H): 0.050, atom 24 (H): 0.051, atom 25 (H): 0.076, atom 26 (H): 0.103, atom 27 (H): 0.098, atom 28 (H): 0.115, atom 29 (H): 0.107, atom 30 (H): 0.068, atom 31 (H): 0.113, atom 32 (H): 0.088, atom 33 (H): 0.111, atom 34 (H): 0.104, atom 35 (H): 0.099, atom 36 (H): 0.107, atom 37 (H): 0.092, atom 38 (H): 0.107, atom 39 (H): 0.093, atom 40 (H): 0.133, atom 41 (H): 0.118, atom 42 (H): 0.084, atom 43 (H): 0.087, atom 44 (H): 0.075, atom 45 (H): 0.041, atom 46 (H): 0.112, atom 47 (H): 0.117, atom 48 (H): 0.077, atom 49 (H): 0.072, atom 50 (H): 0.040, atom 51 (H): 0.045, atom 52 (C): -0.094, atom 53 (C): -0.320, atom 54 (O): -0.096, atom 55 (H): 0.076, atom 56 (H): 0.074, atom 57 (H): 0.072, atom 58 (H): 0.111, atom 59 (H): 0.108, atom 60 (H): 0.081, atom 61 (C): -0.094, atom 62 (C): -0.326, atom 63 (O): -0.096, atom 64 (H): 0.076, atom 65 (H): 0.074, atom 66 (H): 0.072, atom 67 (H): 0.111, atom 68 (H): 0.109, atom 69 (H): 0.084